Record 1
Here is C33H14ClF4IrN10O11Se as an isolated structure in a non-equilibrium geometry from the OMol25 dataset. Energies are from the ωB97M-V functional and the def2-TZVPD basis.

Geometry (Å):
1 C -4.73580 -3.48191 1.20176
2 C 0.74600 1.47057 -2.91077
3 C -6.06011 -1.76368 2.21271
4 C -1.01022 5.41222 2.84866
5 N 5.03953 -3.58513 -2.45632
6 O 5.96372 -4.43967 -2.50220
7 C 3.89966 -3.96523 -1.67586
8 N 2.61478 -7.16237 -0.34745
9 C 3.55572 3.61715 2.05473
10 N 1.80720 0.59157 -2.40122
11 C -1.50801 2.28243 -2.13041
12 N 4.53228 4.22249 2.32734
13 Se -3.34830 -1.74084 2.94208
14 N 2.35991 0.92818 0.12893
15 C -2.06284 6.29911 3.23660
16 C 1.57500 -3.77642 -1.47389
17 C 1.17280 3.65533 1.95567
18 O 1.36156 -1.79004 0.81876
19 N 0.35783 -3.08445 -1.70368
20 O -0.70533 -3.67754 -1.81727
21 F -0.33933 4.79293 5.08382
22 C -0.81664 5.04436 1.50429
23 C -2.50581 2.19400 -1.17296
24 N -0.12054 0.76413 -0.86340
25 H 3.56591 0.37032 -5.28743
26 C 2.78818 -3.08472 -1.50952
27 H -0.84609 0.10039 0.96092
28 C 0.74918 1.97524 -4.20864
29 F -1.68779 5.39584 0.50935
30 C -7.13007 -2.31690 1.58297
31 Ir 1.47320 -0.46446 -0.78071
32 C 0.79368 3.87442 3.30081
33 H -1.61023 2.95781 -2.93111
34 F 1.49808 3.12657 4.18610
35 C -2.46470 7.35329 2.39123
36 N -2.68126 8.27459 1.69417
37 F 0.26904 3.77186 -0.18766
38 H -3.74812 -3.91966 1.01016
39 Cl 1.68307 -1.32455 2.36482
40 C 2.40092 3.00784 1.57590
41 C -4.84220 -2.36690 2.00160
42 C -1.07479 0.71704 0.07614
43 C -2.70811 6.28651 4.49275
44 O 1.52602 -7.51364 0.07315
45 C 1.48935 -5.14443 -1.10886
46 C 2.73845 0.69196 -4.65430
47 O 1.36550 -2.49964 3.17967
48 H -3.44937 2.71523 -1.29978
49 C -2.29276 1.35405 -0.09136
50 C -5.89026 -3.89902 0.51050
51 H -8.09009 -1.93371 1.86144
52 H -3.07982 1.21623 0.65767
53 N -3.32680 6.36230 5.48437
54 O 3.65718 -7.81042 -0.31028
55 O 2.98114 -1.80912 -1.28389
56 C -0.24232 4.68285 3.74454
57 O 4.94783 -2.51832 -3.07642
58 C 3.89336 -5.29533 -1.18631
59 O 3.06811 -1.01347 2.29387
60 H 1.69252 1.77660 -6.20399
61 C 0.20916 4.19918 1.11812
62 C 1.72070 1.55841 -5.12227
63 H -6.13480 -0.88921 2.83897
64 H 4.81677 -5.88934 -1.14016
65 C 2.83109 0.40837 -3.28684
66 C -0.30661 1.53007 -1.99527
67 O 0.85953 -0.22303 2.59180
68 H -5.88499 -4.69002 -0.24174
69 C 2.49613 1.95143 0.71245
70 H 3.69047 -0.12582 -2.87527
71 H 0.52150 -5.55356 -0.87339
72 N -7.04801 -3.33523 0.77251
73 C 2.64318 -5.82911 -0.89720
74 H 0.04593 2.76154 -4.44302
75 O 0.35097 -1.77745 -1.85054

⟨S²⟩ ... 8.859
HOMO energy (spin up / spin down) ... -8.3720 / -10.3838 eV
Spin multiplicity ... 6
Relative energy (zero: lowest compared OMol25 entry of this formula, charge and spin) ... 31.7 kcal per mole
Calculated total energy ... -6005.4272 Ha
Max |F| ... 0.1132 Eh/bohr
Net charge ... +1
Orbital gap (spin up / spin down) ... 3.94 / 1.95 eV

Results of the Löwdin charge analysis, in e, for atoms 1 through 6:
1 C -0.049
2 C -0.137
3 C -0.093
4 C -0.043
5 N -0.308
6 O 0.056

Record 2
Here is C33H16N9OPd as an isolated structure in a non-equilibrium geometry from the OMol25 dataset. Energies are from the ωB97M-V functional and the def2-TZVPD basis.

Geometry (Å):
1 O 2.21250 0.79900 4.09790
2 H 5.43230 2.44070 0.42700
3 C 5.43800 1.36530 0.35190
4 C 5.44360 -1.45920 0.23510
5 C -1.29970 5.27520 0.60650
6 H -4.90880 -2.61400 1.88670
7 C 4.26180 -0.74880 0.08530
8 C -0.95870 2.70770 0.65210
9 C -0.64390 -6.54470 -0.17860
10 C 1.46050 -5.37260 -0.42660
11 C -1.31640 -5.37170 0.10290
12 C 1.22970 -2.80710 -0.06210
13 H 7.54130 1.16410 0.66370
14 C -4.93100 1.29110 2.02970
15 H -2.37760 -5.35760 0.30450
16 H -6.90490 -1.38030 2.70860
17 H -1.16510 7.40420 0.45780
18 C -4.92260 -1.53520 1.91960
19 C 0.74510 6.48580 0.14520
20 C 6.61090 -0.74790 0.43720
21 C -2.52100 1.03800 1.10330
22 C -2.51940 -1.19640 1.00380
23 C 0.79720 -4.18290 -0.15420
24 C 1.46950 0.34640 3.30200
25 C 6.60840 0.64530 0.49380
26 H 1.22590 -7.48410 -0.64030
27 C -6.03120 0.55510 2.43030
28 C -3.81960 0.60400 1.56470
29 N 2.49090 -2.41300 -0.13450
30 H 1.23950 7.43890 0.00550
31 H -1.18620 -7.48010 -0.22310
32 C 2.87840 1.07820 0.06100
33 C 1.47180 5.31540 0.04380
34 C 0.80640 4.10920 0.22600
35 N -1.78580 -0.06830 0.78380
36 C -0.57950 4.09210 0.51470
37 C -0.62570 6.46650 0.41630
38 H 7.54680 -1.27370 0.56950
39 N 2.09820 -0.03680 -0.03560
40 H -4.92490 2.36870 2.07620
41 H -6.91550 1.06360 2.79250
42 C 4.26100 0.66310 0.14400
43 H 5.44740 -2.53730 0.22550
44 H 2.52940 5.32710 -0.16950
45 C 2.87980 -1.15710 -0.03430
46 N -2.17160 2.30370 0.99180
47 C 1.23420 2.72930 0.19640
48 N 0.13590 -2.03350 0.20960
49 N 0.14420 1.93750 0.41750
50 C 0.73090 -6.54520 -0.43140
51 H -2.35830 5.24750 0.81360
52 Pd 0.16130 -0.05780 0.41290
53 N 2.49250 2.33930 0.06990
54 C -0.59260 -4.18750 0.12000
55 C -6.02680 -0.83950 2.37890
56 C -3.81750 -0.80680 1.50660
57 C -0.96650 -2.81770 0.37810
58 H 2.52090 -5.36990 -0.62500
59 N 0.66430 -0.17970 2.61460
60 N -2.17430 -2.44690 0.77070

HOMO energy ... -3.9343 eV
Relative energy (zero: lowest compared OMol25 entry of this formula, charge and spin) ... 0.0 kcal per mole
Calculated total energy ... -1963.3015 Ha
Max |F| ... 0.0542 Eh/bohr
Net charge ... -1
Orbital gap ... 4.96 eV

Results of the natural (NBO) charge analysis, in e, for atoms 1 through 6:
1 O -0.699
2 H 0.224
3 C -0.178
4 C -0.190
5 C -0.174
6 H 0.221

The lowest calculated total energy belongs to which entry? C33H14ClF4IrN10O11Se

Which of these has the highest max |F|? C33H14ClF4IrN10O11Se

What is the formula in the second record? C33H16N9OPd